{"formula": "C8H14N2O2S", "method": "ωB97M-V with the def2-TZVPD basis set", "species": ["C", "C", "C", "C", "C", "C", "C", "C", "N", "N", "O", "O", "S", "H", "H", "H", "H", "H", "H", "H", "H", "H", "H", "H", "H", "H", "H"], "xyz": [[1.580, -3.017, -1.273], [-0.459, -2.107, -2.230], [1.870, -1.645, -0.927], [-0.073, -0.800, -1.804], [0.360, -3.171, -1.908], [-1.015, 0.362, -1.952], [-0.905, 0.528, 2.520], [-0.894, 2.921, 1.984], [1.047, -0.613, -1.135], [-0.134, 1.737, 2.285], [1.872, 0.421, 1.661], [0.895, 2.004, 0.003], [1.348, 1.741, 1.566], [2.018, -3.919, -0.745], [-1.445, -2.235, -2.539], [2.748, -1.293, -0.271], [-0.076, -4.148, -2.176], [1.099, 1.170, -0.569], [-0.503, 1.309, -1.586], [-1.890, 0.101, -1.263], [-1.322, 0.280, -2.953], [-1.485, 0.539, 3.393], [-1.478, 0.275, 1.608], [0.044, -0.220, 2.458], [-1.409, 3.386, 2.902], [-0.127, 3.649, 1.700], [-1.667, 2.747, 1.250]], "nbo_charge": [-0.29, -0.28, 0.08, 0.26, -0.16, -0.66, -0.44, -0.41, -0.50, -0.69, -0.97, -0.99, 1.72, 0.24, 0.21, 0.22, 0.22, 0.52, 0.25, 0.22, 0.23, 0.21, 0.17, 0.25, 0.19, 0.21, 0.19], "largest_force_ev_per_a": 5.73, "relative_energy_ev": 3.035, "lumo_ev": 0.83, "gap_ev": 9.86, "e_tot_ev": -26431.3763}

---

{"formula": "C8H14N2O2S", "method": "ωB97M-V with the def2-TZVPD basis set", "species": ["C", "C", "C", "C", "C", "C", "C", "C", "N", "N", "O", "O", "S", "H", "H", "H", "H", "H", "H", "H", "H", "H", "H", "H", "H", "H", "H"], "xyz": [[-3.085, 0.780, 0.079], [-0.984, 1.920, -0.007], [-2.122, -0.451, 0.168], [-2.210, -1.072, 1.475], [1.681, 1.393, 0.242], [1.126, -1.087, 0.225], [0.705, 0.266, -1.889], [0.719, 0.308, -0.310], [-2.452, 1.960, 0.147], [-0.533, 0.692, 0.235], [-4.266, 0.531, 0.021], [-0.321, 2.902, -0.162], [-2.048, -1.602, -1.146], [-1.724, -0.593, 2.291], [-1.894, -2.145, 1.555], [-3.309, -1.013, 1.823], [2.635, 0.902, 0.633], [2.136, 2.120, -0.520], [1.217, 2.104, 0.988], [0.341, -1.642, -0.092], [1.257, -1.040, 1.281], [2.113, -1.205, -0.221], [1.777, 0.555, -2.158], [0.493, -0.650, -2.308], [0.095, 0.978, -2.304], [-2.994, 2.764, -0.112], [-3.187, -1.310, -1.736]], "nbo_charge": [0.65, 0.73, -0.25, -0.68, -0.63, -0.60, -0.58, 0.08, -0.64, -0.20, -0.57, -0.53, 0.05, 0.21, 0.23, 0.22, 0.21, 0.23, 0.24, 0.21, 0.21, 0.22, 0.21, 0.22, 0.21, 0.42, 0.13], "multiplicity": 3, "largest_force_ev_per_a": 4.60, "relative_energy_ev": 0.000, "lumo_ev": [0.61, -3.07], "gap_ev": [6.27, 6.22], "e_tot_ev": -26428.1476}

---

{"formula": "C8H14N2O3S", "method": "ωB97M-V with the def2-TZVPD basis set", "species": ["C", "C", "C", "C", "C", "C", "C", "C", "N", "N", "O", "O", "O", "S", "H", "H", "H", "H", "H", "H", "H", "H", "H", "H", "H", "H", "H", "H"], "xyz": [[-2.154, 1.203, 0.416], [-2.769, 1.151, -0.925], [-2.260, -0.118, -1.638], [-0.759, -0.130, -1.724], [-0.130, -0.180, -0.266], [3.570, -1.103, 0.513], [1.419, 0.067, -0.141], [2.027, -1.210, 0.541], [-2.651, 1.510, 1.536], [-0.809, 0.791, 0.476], [0.744, 1.617, 2.421], [-0.238, -0.607, 2.523], [-1.803, 1.391, 2.584], [-0.335, 0.759, 2.085], [-3.779, 1.000, -0.707], [-2.447, 1.966, -1.646], [-2.499, -0.921, -0.966], [-2.627, -0.161, -2.593], [-0.293, -1.081, -2.242], [-0.518, 0.838, -2.315], [-0.327, -1.332, -0.127], [3.945, -1.132, -0.446], [4.092, -1.826, 1.172], [3.762, -0.185, 0.904], [1.915, 0.025, -1.199], [1.748, 0.939, 0.352], [1.583, -1.276, 1.485], [1.596, -1.993, -0.073]], "nbo_charge": [0.38, -0.45, -0.40, -0.38, -0.05, -0.60, -0.42, -0.38, -0.13, -0.68, -0.88, -0.91, -0.51, 2.43, 0.25, 0.24, 0.20, 0.22, 0.22, 0.20, 0.21, 0.20, 0.21, 0.20, 0.21, 0.23, 0.22, 0.18], "largest_force_ev_per_a": 4.36, "relative_energy_ev": 4.337, "smiles": "CCC[C@@H]1CCCC2=NOS(=O)(=O)N21", "lumo_ev": 0.70, "gap_ev": 10.45, "e_tot_ev": -28477.3456}

---

{"formula": "C8H14N2O6", "method": "ωB97M-V with the def2-TZVPD basis set", "species": ["C", "C", "C", "C", "C", "C", "C", "C", "H", "H", "H", "H", "H", "H", "H", "H", "H", "H", "H", "H", "H", "H", "N", "N", "O", "O", "O", "O", "O", "O"], "xyz": [[0.676, -0.835, 1.921], [0.142, -0.892, 0.590], [2.057, -1.701, 1.838], [-1.421, 0.275, -1.112], [-2.161, -0.971, -1.729], [-0.225, 0.878, -1.887], [-0.125, 2.389, -1.663], [0.427, 2.782, -0.296], [0.044, -2.598, 2.777], [-1.049, -1.460, 2.462], [0.760, 0.164, 2.383], [2.379, -1.581, 2.916], [2.751, -1.303, 1.158], [1.808, -2.814, 0.481], [-1.430, 0.251, 0.969], [-2.120, 1.059, -0.915], [-0.445, 0.737, -2.939], [0.747, 0.352, -1.919], [0.645, 2.930, -2.157], [-1.061, 2.971, -1.930], [0.205, 4.655, -0.675], [-0.657, -2.058, -1.158], [-0.145, -1.641, 2.883], [-0.968, -0.168, 0.236], [0.792, -1.440, -0.353], [2.025, -3.005, 1.368], [-3.270, -1.052, -2.101], [0.816, 2.037, 0.567], [0.223, 4.091, 0.072], [-1.419, -2.054, -1.787]], "nbo_charge": [-0.21, 0.69, -0.05, -0.14, 0.78, -0.44, -0.53, 0.79, 0.37, 0.34, 0.25, 0.18, 0.18, 0.49, 0.39, 0.23, 0.23, 0.27, 0.24, 0.24, 0.48, 0.51, -0.79, -0.59, -0.71, -0.71, -0.55, -0.58, -0.68, -0.69], "largest_force_ev_per_a": 5.34, "relative_energy_ev": 2.908, "smiles": "N[C@@H](CO)C(=O)N[C@@H](CCC(=O)O)C(=O)O", "lumo_ev": 0.12, "gap_ev": 10.01, "e_tot_ev": -23787.1740}

---

{"formula": "C8H14N3", "method": "ωB97M-V with the def2-TZVPD basis set", "species": ["C", "C", "C", "C", "C", "C", "C", "C", "N", "N", "N", "H", "H", "H", "H", "H", "H", "H", "H", "H", "H", "H", "H", "H", "H"], "xyz": [[-2.198, -1.081, 1.886], [-1.414, -1.687, 3.031], [-1.219, -0.694, 1.046], [1.221, -0.678, 1.040], [1.175, 0.706, 0.465], [-0.576, 0.306, -1.258], [-0.709, -0.702, -2.355], [1.033, 2.238, -1.457], [-0.125, -1.649, 2.736], [0.001, -1.057, 1.573], [0.769, 0.785, -1.038], [-3.270, -0.979, 1.791], [-1.718, -2.053, 3.964], [1.657, -1.491, 0.419], [2.041, -0.678, 1.821], [0.359, 1.161, 0.929], [2.087, 1.346, 0.656], [-1.389, 1.105, -1.194], [-0.118, -1.550, -2.339], [-0.781, -0.258, -3.321], [-1.763, -0.946, -2.309], [0.899, 2.948, -0.662], [2.121, 2.306, -1.652], [0.474, 2.496, -2.248], [1.442, 0.109, -1.524]], "nbo_charge": [-0.41, -0.02, 0.23, -0.26, -0.21, 0.08, -0.72, -0.39, -0.23, -0.28, -0.43, 0.26, 0.23, 0.22, 0.28, 0.24, 0.25, 0.24, 0.24, 0.25, 0.27, 0.24, 0.24, 0.23, 0.45], "largest_force_ev_per_a": 4.12, "relative_energy_ev": 6.962, "lumo_ev": [-4.69, -4.63], "gap_ev": [7.82, 7.87], "charge": 1, "e_tot_ev": -12980.9482}

---

{"formula": "C8H14N3", "method": "ωB97M-V with the def2-TZVPD basis set", "species": ["C", "C", "C", "C", "C", "C", "C", "C", "N", "N", "N", "H", "H", "H", "H", "H", "H", "H", "H", "H", "H", "H", "H", "H", "H"], "xyz": [[3.471, 1.069, 0.359], [3.678, -0.217, -0.241], [2.154, 1.279, 0.849], [2.498, -1.026, -0.403], [0.176, -1.627, -0.253], [-1.113, -1.366, 0.256], [-1.484, 0.149, -1.494], [1.137, 0.336, 0.770], [1.227, -0.802, 0.022], [-3.747, 1.076, 0.688], [-1.835, -0.277, -0.324], [4.220, 1.804, 0.550], [4.673, -0.426, -0.590], [1.886, 2.078, 1.470], [2.545, -1.920, -1.031], [0.378, -2.031, -1.275], [-0.795, -0.461, -2.099], [-1.788, -2.288, 0.197], [-1.052, -1.066, 1.203], [0.242, 0.823, 0.957], [-1.850, 1.017, -1.899], [-3.941, 1.303, 1.679], [-3.637, 1.823, -0.076], [-4.518, 0.459, 0.370], [-2.527, 0.291, 0.315]], "nbo_charge": [-0.21, -0.18, -0.18, -0.01, -0.29, -0.30, 0.08, -0.07, -0.22, -1.08, -0.40, 0.24, 0.25, 0.22, 0.22, 0.19, 0.22, 0.25, 0.22, 0.20, 0.20, 0.43, 0.41, 0.40, 0.44], "largest_force_ev_per_a": 4.45, "relative_energy_ev": 4.780, "lumo_ev": -3.93, "gap_ev": 6.32, "charge": 1, "e_tot_ev": -12983.1307}

---

{"formula": "C8H14N3", "method": "ωB97M-V with the def2-TZVPD basis set", "species": ["C", "C", "C", "C", "C", "C", "C", "C", "N", "N", "N", "H", "H", "H", "H", "H", "H", "H", "H", "H", "H", "H", "H", "H", "H"], "xyz": [[-1.338, -1.005, -1.618], [-1.016, -2.022, -0.559], [-0.724, -3.209, -1.328], [-1.333, -1.738, 0.893], [-0.223, -0.947, 0.633], [0.599, 0.121, 0.762], [0.595, 0.705, 2.182], [1.488, 0.800, -0.182], [-1.382, -1.647, -2.781], [-0.929, -2.916, -2.575], [0.843, 4.285, 0.351], [-1.682, -0.008, -1.590], [-2.384, -1.388, 1.009], [-1.111, -2.642, 1.496], [-0.723, -4.246, -0.955], [1.281, 1.657, 2.124], [0.890, 0.013, 2.915], [-0.491, 0.999, 2.427], [2.486, 0.570, 0.238], [1.477, 1.838, -0.168], [1.182, 0.539, -1.186], [-0.746, -3.542, -3.425], [1.759, 4.245, -0.099], [1.014, 4.293, 1.329], [0.469, 5.248, 0.106]], "nbo_charge": [-0.07, -0.08, -0.04, -0.52, 0.25, 0.25, -0.67, -0.70, -0.18, -0.33, -1.09, 0.23, 0.27, 0.29, 0.24, 0.24, 0.26, 0.27, 0.29, 0.29, 0.25, 0.45, 0.36, 0.36, 0.38], "multiplicity": 3, "largest_force_ev_per_a": 4.29, "relative_energy_ev": 3.309, "lumo_ev": [-3.56, -7.38], "gap_ev": [6.61, 5.92], "charge": 1, "e_tot_ev": -12979.5375}

---

{"formula": "C8H14N3O3SSn", "method": "ωB97M-V with the def2-TZVPD basis set", "species": ["C", "Sn", "N", "N", "H", "H", "H", "H", "H", "H", "H", "H", "H", "H", "O", "S", "O", "N", "C", "O", "C", "C", "C", "C", "C", "C", "H", "H", "H", "H"], "xyz": [[-2.427, -1.875, -1.851], [-1.050, 0.984, -2.013], [0.853, 2.058, -2.583], [-0.169, -0.237, -4.194], [1.622, 1.393, -2.506], [-2.607, -0.867, -1.492], [-2.395, -2.455, -0.927], [-1.433, -1.800, -2.384], [-3.272, -2.185, -2.467], [0.840, -0.399, -4.086], [-0.332, 0.457, -4.926], [-0.584, -1.118, -4.524], [0.778, 2.487, -3.510], [0.909, 2.759, -1.852], [-1.620, -2.366, 2.706], [-1.511, -0.980, 2.310], [-2.530, -0.052, 2.731], [-1.161, -0.845, 0.713], [0.017, -0.339, 0.414], [0.378, 0.025, -0.807], [0.827, -0.058, 1.619], [2.069, 0.589, 1.723], [2.498, 0.994, 2.993], [1.725, 0.757, 4.145], [0.485, 0.113, 4.042], [0.084, -0.310, 2.768], [2.669, 0.739, 0.825], [3.439, 1.520, 3.103], [2.063, 1.090, 5.125], [-0.163, -0.082, 4.905]], "nbo_charge": [-0.85, 0.60, -1.10, -1.12, 0.41, 0.21, 0.25, 0.20, 0.19, 0.36, 0.36, 0.38, 0.39, 0.42, -0.97, 2.29, -0.97, -0.93, 0.50, -0.90, -0.15, -0.24, -0.24, -0.33, -0.18, -0.38, 0.19, 0.19, 0.19, 0.21], "largest_force_ev_per_a": 3.47, "lumo_ev": [2.13, 2.28], "gap_ev": [2.87, 3.80], "charge": -1, "e_tot_ev": -35801.0799}

---

{"formula": "C8H14N5", "method": "ωB97M-V with the def2-TZVPD basis set", "species": ["C", "C", "C", "C", "C", "C", "C", "C", "N", "N", "N", "N", "N", "H", "H", "H", "H", "H", "H", "H", "H", "H", "H", "H", "H", "H", "H"], "xyz": [[-1.661, 2.750, -1.479], [-1.366, 2.815, -0.116], [-0.276, 0.793, -1.683], [-1.168, 1.760, -2.310], [-0.196, 0.865, -0.340], [2.311, -1.413, 1.581], [-0.285, -1.596, 1.897], [0.870, -0.679, 1.442], [-0.691, 1.800, 0.478], [0.289, -0.407, -2.173], [0.681, -1.190, -1.012], [0.774, -0.283, 0.025], [-1.376, 1.733, -3.629], [-2.359, 3.537, -1.722], [-1.648, 3.695, 0.505], [3.129, -0.757, 1.414], [2.411, -1.770, 2.607], [2.324, -2.278, 0.877], [-0.367, -2.345, 1.240], [-1.107, -0.893, 2.005], [-0.158, -2.098, 2.981], [1.071, 0.159, 2.108], [-0.588, 1.476, 1.453], [1.090, -0.303, -2.755], [-0.058, -1.990, -0.845], [-2.025, 2.430, -4.077], [-1.321, 0.818, -4.071]], "nbo_charge": [-0.32, 0.10, 0.02, 0.27, 0.36, -0.59, -0.62, -0.07, -0.51, -0.44, -0.27, -0.26, -0.74, 0.26, 0.25, 0.22, 0.22, 0.22, 0.20, 0.20, 0.25, 0.22, 0.46, 0.39, 0.34, 0.42, 0.42], "largest_force_ev_per_a": 5.81, "relative_energy_ev": 2.658, "smiles": "CC(C)N1NNc2c1[nH]ccc2=[NH2+]", "lumo_ev": -3.59, "gap_ev": 8.01, "charge": 1, "e_tot_ev": -15964.4210}

---

{"formula": "C8H14NO", "method": "ωB97M-V with the def2-TZVPD basis set", "species": ["C", "C", "C", "C", "C", "C", "C", "C", "N", "O", "H", "H", "H", "H", "H", "H", "H", "H", "H", "H", "H", "H", "H", "H"], "xyz": [[-1.719, 0.390, 1.217], [-3.006, 0.030, 0.502], [-2.445, -0.588, -0.780], [1.575, -0.553, -0.362], [1.665, 0.846, -0.016], [0.848, -0.103, 0.800], [2.708, -1.477, 0.178], [0.838, 1.777, -0.890], [-0.746, -0.048, 0.514], [-1.039, -0.657, -0.613], [-1.632, 1.081, 2.056], [-3.451, -0.686, 1.171], [-3.725, 0.831, 0.330], [-2.870, -1.567, -0.889], [-2.553, 0.062, -1.578], [1.046, -1.045, -1.250], [2.557, 1.252, 0.464], [1.080, -0.539, 1.708], [2.501, -2.511, -0.162], [2.915, -1.284, 1.218], [3.675, -1.209, -0.302], [0.245, 2.382, -0.158], [0.089, 1.247, -1.596], [1.446, 2.370, -1.562]], "nbo_charge": [0.17, -0.48, -0.09, -0.24, -0.22, -0.04, -0.61, -0.61, 0.07, -0.29, 0.27, 0.25, 0.27, 0.23, 0.21, 0.27, 0.26, 0.25, 0.24, 0.21, 0.23, 0.21, 0.22, 0.25], "largest_force_ev_per_a": 4.75, "relative_energy_ev": 4.278, "smiles": "C[C@H]1C([N+]2=CCCO2)[C@@H]1C", "lumo_ev": -3.91, "gap_ev": 10.58, "charge": 1, "e_tot_ev": -12050.0085}

---

{"formula": "C8H14NO3P", "method": "ωB97M-V with the def2-TZVPD basis set", "species": ["C", "C", "P", "C", "C", "N", "C", "H", "H", "H", "H", "H", "H", "H", "H", "H", "H", "C", "C", "O", "C", "O", "O", "H", "H", "H", "H"], "xyz": [[2.480, 4.304, -0.563], [2.497, 3.035, -0.954], [2.104, 1.347, -1.779], [2.706, -0.023, -0.617], [0.193, 1.219, -1.984], [-0.367, 0.968, -0.616], [-0.975, 2.187, 0.002], [2.301, 5.444, -0.458], [3.798, -0.282, -0.925], [2.044, -0.970, -0.778], [2.658, 0.318, 0.479], [-0.189, 2.232, -2.418], [-0.059, 0.409, -2.764], [-1.137, 0.264, -0.699], [-1.280, 1.904, 1.089], [-1.855, 2.632, -0.594], [-0.188, 3.038, 0.101], [-0.619, -2.948, 1.798], [-2.084, -2.892, 2.102], [-2.628, -2.271, 0.947], [-1.754, -2.492, -0.074], [-1.984, -2.247, -1.228], [-0.587, -3.025, 0.381], [-0.133, -3.817, 2.246], [-0.090, -2.044, 2.115], [-2.527, -3.886, 2.212], [-2.302, -2.306, 2.997]], "nbo_charge": [-0.28, -0.37, 0.75, -0.93, -0.50, -0.67, -0.44, 0.27, 0.25, 0.25, 0.24, 0.22, 0.25, 0.37, 0.20, 0.18, 0.22, -0.10, -0.10, -0.48, 0.96, -0.58, -0.48, 0.20, 0.19, 0.19, 0.21], "largest_force_ev_per_a": 6.67, "relative_energy_ev": 4.341, "smiles": "C#CP(C)CNC.O=C1OCCO1", "lumo_ev": 0.56, "gap_ev": 8.32, "e_tot_ev": -25439.8851}

---

{"formula": "C8H14NO3P", "method": "ωB97M-V with the def2-TZVPD basis set", "species": ["C", "C", "C", "C", "C", "C", "C", "C", "N", "O", "O", "O", "P", "H", "H", "H", "H", "H", "H", "H", "H", "H", "H", "H", "H", "H", "H"], "xyz": [[-3.332, -2.089, -0.063], [-2.014, -2.393, 0.413], [-3.187, -0.894, -0.730], [-1.193, -1.331, 0.083], [4.068, -0.681, -0.512], [2.872, 0.402, -0.562], [1.984, 0.309, 0.740], [0.138, -1.045, 0.641], [0.589, 0.127, 0.370], [-1.007, 2.301, 0.041], [-2.733, 3.996, 0.383], [-1.913, -0.425, -0.708], [-2.651, 2.407, -0.004], [-4.141, -2.796, 0.020], [-1.563, -3.271, 0.746], [-3.962, -0.341, -1.190], [4.953, -0.234, -1.027], [4.367, -0.849, 0.584], [3.859, -1.676, -1.020], [2.340, 0.200, -1.506], [3.356, 1.371, -0.559], [2.229, -0.591, 1.370], [2.058, 1.109, 1.410], [0.623, -1.802, 1.352], [-2.050, 4.173, 0.974], [-0.858, 1.327, 0.113], [-2.831, 2.696, -1.361]], "nbo_charge": [-0.32, -0.25, 0.14, 0.20, -0.62, -0.41, -0.23, 0.07, -0.42, -1.02, -0.99, -0.42, 1.13, 0.24, 0.22, 0.21, 0.21, 0.20, 0.21, 0.22, 0.21, 0.15, 0.20, 0.19, 0.49, 0.52, -0.15], "largest_force_ev_per_a": 2.72, "relative_energy_ev": 1.664, "smiles": "CCC/N=C/c1ccco1.OPO", "lumo_ev": 0.27, "gap_ev": 8.57, "e_tot_ev": -25442.5621}